Arrangement A

C12H18ClN | the ωB97M-V functional and the def2-TZVPD basis

Its LUMO energy is 0.8 eV. The value obtained for the gap between HOMO and LUMO is 9.06 eV.

Element x y z (Å)
1 C -0.91725 -1.22747 1.14723
2 C -1.93535 -0.50990 0.27632
3 C 1.03964 0.06021 -1.48484
4 C 2.41468 -0.71280 -1.75488
5 C -0.26849 0.99312 1.43024
6 C 0.36259 -0.40269 1.22466
7 C -1.68694 1.02415 0.85965
8 C 1.24477 -0.43794 0.01526
9 C 2.46273 -0.97345 -0.25310
10 C -2.02437 1.79398 -0.34436
11 C 3.47395 -1.60012 0.65100
12 C -3.74400 2.57620 -1.59937
13 N -3.29335 1.64559 -0.68188
14 Cl -4.97365 1.79851 -2.63570
15 H -1.39819 -1.27973 2.20435
16 H -0.70596 -2.18431 0.75087
17 H -1.75223 -0.55360 -0.77854
18 H -3.03310 -0.90412 0.53177
19 H 1.08446 1.09558 -1.54050
20 H -0.00981 -0.13841 -1.87211
21 H 2.28190 -1.56011 -2.32345
22 H 3.24773 -0.10973 -2.22248
23 H -0.23503 1.13404 2.59730
24 H 0.33161 1.85009 1.02742
25 H 1.04664 -0.52871 2.07909
26 H -2.35263 1.22261 1.70678
27 H 4.07172 -2.29085 0.02765
28 H 3.01496 -2.09009 1.45870
29 H 4.12053 -0.79032 1.05823
30 H -2.89291 2.95719 -2.09116
31 H -4.46978 3.28380 -1.19630
32 H -3.92447 1.05307 -0.25653

***

Arrangement B

C12H18ClN | the ωB97M-V functional and the def2-TZVPD basis

Its LUMO energy (alpha / beta) is 0.5 / 0.8 eV. The value obtained for the gap between HOMO and LUMO (alpha / beta) is 6.60 / 7.87 eV.

Element x y z (Å)
1 C -0.70534 2.42047 -0.26861
2 C 0.74656 2.39696 0.22484
3 C -1.01636 -0.45464 -1.85112
4 C -1.26524 -1.86960 -1.39132
5 C -0.58187 1.04125 1.65654
6 C -1.30778 1.19025 0.32175
7 C 0.79403 1.04840 1.07018
8 C -0.68933 0.02601 -0.43429
9 C -1.20032 -1.38401 0.03267
10 C 0.68811 0.00407 0.05166
11 C -0.79714 -2.33293 1.11115
12 C 2.97635 -0.77745 -0.22041
13 N 1.70838 -0.64082 -0.59353
14 Cl 3.97134 0.77844 -0.78030
15 H -1.14662 3.39009 0.04632
16 H -0.68210 2.34337 -1.37623
17 H 1.50554 2.28496 -0.68591
18 H 0.98574 3.36035 0.82771
19 H -0.22508 -0.30526 -2.77641
20 H -2.01324 -0.10684 -2.08032
21 H -2.37858 -2.28470 -1.59758
22 H -0.52759 -2.55501 -1.74989
23 H -0.83877 1.93591 2.29374
24 H -0.93114 0.27813 2.32894
25 H -2.38097 1.16369 0.28037
26 H 1.60941 1.10325 1.83086
27 H -0.55898 -1.84604 2.01883
28 H 0.09880 -3.04855 0.73423
29 H -1.72383 -2.99614 1.34084
30 H 3.40015 -1.41383 -1.00230
31 H 3.38475 -1.09297 0.78958
32 H 1.39544 -0.86699 -1.52591

***

It is arrangement A that is the most stable of them.

***

Arrangement A

C15H52O11 | the ωB97M-V functional and the def2-TZVPD basis

As for the SMILES: CC(C)O.CC(C)O.CC(C)O.CC(C)O.CC(C)O.O.O.O.O.O.O. Its LUMO energy is -0.3 eV. The value obtained for the gap between HOMO and LUMO is 9.28 eV.

Element x y z (Å)
1 C -1.08322 1.88103 2.41982
2 C -1.20907 3.02388 3.42873
3 C 0.00337 3.17786 4.38737
4 O -1.51225 4.23572 2.76246
5 H -0.26878 2.24406 1.77484
6 H -1.98263 1.74126 1.83022
7 H -0.61875 0.96974 2.79389
8 H -2.11201 2.86352 4.04501
9 H 0.83814 3.47019 3.74371
10 H 0.24246 2.17291 4.73379
11 H -0.17408 3.89317 5.18345
12 H -1.43237 4.98396 3.35633
13 C 1.65692 -1.36245 -4.36143
14 C 2.13944 -2.81969 -4.60427
15 C 1.12239 -3.80473 -4.01596
16 O 2.19459 -3.07065 -6.01254
17 H 0.92260 -0.96413 -5.05722
18 H 2.55718 -0.73804 -4.38441
19 H 1.24347 -1.32962 -3.35330
20 H 3.14550 -3.02470 -4.22497
21 H 0.83251 -3.69752 -2.97283
22 H 1.67695 -4.75334 -4.04174
23 H 0.25076 -3.92236 -4.65678
24 H 2.49376 -2.25452 -6.42471
25 C 0.42823 -1.92181 1.36713
26 C -0.81139 -1.73714 0.47520
27 C -0.47909 -0.90005 -0.75378
28 O -1.26667 -3.05552 0.16600
29 H 0.44903 -1.08404 2.06928
30 H 1.33830 -1.94540 0.76823
31 H 0.37664 -2.80673 2.00033
32 H -1.58664 -1.22417 1.05690
33 H -1.05842 -1.12080 -1.64908
34 H 0.59041 -1.01121 -0.94168
35 H -0.64077 0.15397 -0.51089
36 H -1.98644 -3.01308 -0.47986
37 C -2.01730 2.48155 -2.03008
38 C -2.38748 3.98323 -1.99160
39 C -1.93020 4.66722 -0.69841
40 O -1.86542 4.66475 -3.12296
41 H -0.99404 2.24917 -2.32169
42 H -2.68246 1.99606 -2.74282
43 H -2.23324 2.13641 -1.01733
44 H -3.47421 4.07649 -1.95690
45 H -2.09500 5.73640 -0.84661
46 H -0.86625 4.53387 -0.47757
47 H -2.46335 4.34232 0.19577
48 H -0.91853 4.48472 -3.11018
49 C 4.43622 2.26561 2.38991
50 C 3.44551 1.18762 1.90213
51 C 2.63322 1.69514 0.70784
52 O 4.24192 0.06933 1.47428
53 H 4.86477 2.79909 1.53775
54 H 5.26733 1.81806 2.93173
55 H 3.93301 3.00433 3.01859
56 H 2.82496 0.89852 2.74760
57 H 1.77995 2.26976 1.06903
58 H 2.35503 0.85992 0.06588
59 H 3.24767 2.34216 0.07708
60 H 4.86032 0.38187 0.80683
61 O 3.62387 -2.94443 2.29248
62 H 2.83006 -2.50064 1.97714
63 H 4.18948 -2.22593 2.59812
64 O 0.55662 -0.47467 4.75992
65 H 1.20424 0.11649 5.16065
66 H -0.29270 -0.04150 4.90595
67 O -1.44725 -4.97061 2.17949
68 H -2.21363 -5.32635 1.71198
69 H -1.20207 -4.19224 1.63927
70 O -3.71441 -2.61074 -1.39345
71 H -4.63883 -2.35209 -1.47211
72 H -3.31807 -2.38951 -2.25326
73 O -3.69211 -5.34169 0.34476
74 H -4.33791 -6.00960 0.60442
75 H -4.15732 -4.76649 -0.27386
76 O -2.96532 -0.68074 -3.46371
77 H -2.73686 -0.80620 -4.39400
78 H -3.93030 -0.67621 -3.44930

***

Arrangement B

C15H52O11 | the ωB97M-V functional and the def2-TZVPD basis

As for the SMILES: CC(C)O.CC(C)O.CO.CO.CO.CO.CO.CO.CO.CO.CO. Its LUMO energy is 0.1 eV. The value obtained for the gap between HOMO and LUMO is 10.22 eV.

Element x y z (Å)
1 C -5.29283 -4.74482 4.62011
2 C -4.12339 -4.68170 3.60572
3 C -3.36385 -3.45172 3.89982
4 O -3.20245 -5.77121 3.76588
5 H -5.73254 -5.72321 4.42641
6 H -6.03219 -3.95055 4.51725
7 H -4.95520 -4.66342 5.65330
8 H -4.47195 -4.57295 2.57869
9 H -2.51652 -3.16571 3.27667
10 H -2.97562 -3.49536 4.91740
11 H -4.05387 -2.60816 3.91971
12 H -3.31215 -6.08488 4.66654
13 C -0.15168 -0.20566 0.08029
14 C 0.12745 0.25481 -1.38687
15 C 1.04534 1.43869 -1.47356
16 O 0.82628 -0.82706 -1.97102
17 H -0.55356 -1.21830 0.04636
18 H -0.87514 0.44665 0.56937
19 H 0.75474 -0.29738 0.67869
20 H -0.81034 0.27969 -1.94188
21 H 0.58743 2.41973 -1.34710
22 H 1.50204 1.49615 -2.46161
23 H 1.86523 1.38886 -0.75704
24 H 1.61231 -1.03442 -1.46038
25 C 5.01575 -1.08984 -5.56545
26 O 3.68013 -1.43522 -5.75157
27 H 5.11076 -0.02735 -5.34139
28 H 5.51257 -1.60330 -4.74228
29 H 5.54189 -1.40954 -6.46494
30 H 3.33425 -1.34922 -4.86018
31 C 5.72064 -2.19136 -0.59355
32 O 4.39037 -2.34496 -0.98043
33 H 5.84652 -2.86370 0.25511
34 H 6.38722 -2.50051 -1.39865
35 H 5.92040 -1.15374 -0.32608
36 H 4.26985 -3.29617 -1.02810
37 C 1.78883 -3.88756 3.66868
38 O 2.52949 -3.17843 4.66147
39 H 0.99749 -3.21887 3.32993
40 H 2.34466 -4.27315 2.81400
41 H 1.33033 -4.76840 4.11811
42 H 1.90405 -2.56882 5.05997
43 C 5.33786 4.61141 -2.54531
44 O 6.38741 5.18509 -1.79317
45 H 4.82849 3.75564 -2.10225
46 H 4.51950 5.33001 -2.58980
47 H 5.59786 4.30237 -3.55773
48 H 6.05649 5.47527 -0.94001
49 C -1.24258 2.83605 4.25917
50 O -0.95312 4.17803 4.20403
51 H -2.28731 2.70888 3.97548
52 H -0.58461 2.32520 3.55617
53 H -1.13511 2.41057 5.25692
54 H -1.32605 4.42501 3.35460
55 C -5.33107 -0.23000 0.65437
56 O -5.12772 0.47608 1.88671
57 H -4.70382 0.07987 -0.18148
58 H -5.11434 -1.27814 0.86057
59 H -6.39192 -0.17991 0.40903
60 H -5.10772 1.39799 1.61970
61 C 3.54608 5.77598 1.65565
62 O 4.89109 6.24250 1.81583
63 H 3.15697 5.62690 2.66286
64 H 2.93610 6.57169 1.22803
65 H 3.40232 4.95362 0.95482
66 H 4.75905 6.96907 2.42924
67 C -3.26185 -2.67548 -5.69782
68 O -2.97723 -2.96515 -7.10143
69 H -3.74748 -1.70679 -5.57998
70 H -3.81730 -3.35321 -5.04955
71 H -2.34456 -2.59065 -5.11515
72 H -3.20208 -3.88767 -7.24283
73 C -3.71971 4.04801 -2.94756
74 O -4.40089 4.61102 -1.83298
75 H -4.01550 4.49922 -3.89467
76 H -2.63136 4.09676 -2.91252
77 H -4.19408 3.06870 -3.01116
78 H -5.32420 4.83821 -1.96519

***

It is arrangement A that is the most stable of them.

***

Arrangement A

C6H20N3Si | the ωB97M-V functional and the def2-TZVPD basis

Its LUMO energy (alpha / beta) is -6.5 / -6.5 eV. The value obtained for the gap between HOMO and LUMO (alpha / beta) is 3.68 / 3.68 eV. Its charge is +1.

Element x y z (Å)
1 C -1.89398 -1.79088 3.19585
2 C 1.12258 0.17124 2.19856
3 C 0.81243 -0.99939 4.32893
4 C 0.39615 1.63528 -3.52207
5 C 2.66385 0.59261 -4.03490
6 C -0.89418 -1.12891 2.61467
7 N -2.22870 0.16501 1.00966
8 N 0.26131 -0.65646 3.02995
9 N 1.68381 1.65189 -4.27449
10 Si -2.35202 -0.16208 -0.65073
11 H -2.93056 -1.38073 2.89326
12 H -2.08820 -2.74798 2.75441
13 H -1.73027 -1.84420 4.22028
14 H 0.80181 0.22175 1.03691
15 H 1.36281 1.29922 2.56264
16 H 2.11852 -0.29572 2.28213
17 H 1.21355 -0.10663 5.00866
18 H 0.00333 -1.43854 4.84711
19 H 1.55457 -1.80688 4.18046
20 H 0.44158 0.88190 -2.72843
21 H 0.10138 2.61538 -3.03967
22 H -0.40476 1.33351 -4.14242
23 H 2.82183 -0.06999 -4.79764
24 H 3.63848 0.98839 -3.64803
25 H 2.44843 0.00193 -3.15807
26 H -2.13989 1.02911 1.48911
27 H 1.63647 1.85262 -5.28212
28 H -3.13276 0.87820 -1.43459
29 H -2.70464 -1.55982 -1.10122
30 H -0.83424 -0.32463 -1.15671

***

Arrangement B

C6H20N3Si | the ωB97M-V functional and the def2-TZVPD basis

Its LUMO energy is -3.0 eV. The value obtained for the gap between HOMO and LUMO is 9.72 eV. Its charge is +1.

Element x y z (Å)
1 C 3.18419 2.01997 0.01053
2 C -4.87932 1.37958 0.59766
3 C -0.62097 -1.52297 -1.05808
4 C 1.23971 -1.60813 1.87317
5 C 1.71297 1.77747 0.45919
6 C -4.21208 0.32573 -0.04070
7 N -3.36193 0.49389 -0.94812
8 N 1.15341 0.74300 -0.37543
9 N 2.74273 -1.71909 -0.67180
10 Si 0.83465 -0.86796 0.03412
11 H 3.73467 2.70868 0.78167
12 H 3.64966 1.00356 0.17149
13 H 3.39773 2.41985 -0.92945
14 H -4.32311 2.20329 0.30635
15 H -4.85110 1.23719 1.62785
16 H -5.95377 1.27636 0.43748
17 H -1.61627 -0.95409 -0.99018
18 H -0.21892 -1.45773 -2.08364
19 H -0.84758 -2.55110 -0.66609
20 H 0.41984 -1.63401 2.55795
21 H 1.63248 -2.60349 1.67349
22 H 2.03430 -1.00138 2.26444
23 H 1.74496 1.29797 1.52979
24 H 1.13926 2.72489 0.39902
25 H -3.24088 1.46325 -1.15696
26 H 0.53952 1.08479 -1.15661
27 H -4.37756 -0.74721 0.09673
28 H 3.09463 -0.86767 -1.23566
29 H 3.54509 -2.01354 -0.01210
30 H 2.32749 -2.60078 -1.14214

***

It is arrangement B that is the most stable of them.